# 1
The following is a DFT calculation (ωB97M-V/def2-TZVPD) of a 2-piece molecular cluster, C16H17NO overall.

```
35
C16H17NO (ωB97M-V/def2-TZVPD)
C 4.10 1.66 1.20
C 2.81 0.90 1.18
C 2.56 -0.39 0.87
N 1.24 -0.72 1.14
C 0.63 0.38 1.67
C -0.70 0.57 2.03
C -1.11 1.83 2.40
C -0.18 2.87 2.54
C 1.13 2.66 2.18
C 1.57 1.43 1.69
H 4.60 1.49 2.14
H 3.93 2.72 1.01
H 4.81 1.30 0.45
H 3.18 -1.21 0.53
H 0.75 -1.51 0.78
H -1.36 -0.28 1.93
H -2.15 1.92 2.72
H -0.50 3.81 2.94
H 1.78 3.50 2.40
C -0.43 -1.91 -4.07
C -1.10 -1.62 -2.75
C -1.01 -2.44 -1.66
C -1.70 -2.22 -0.47
C -2.50 -1.10 -0.42
O -3.18 -0.86 0.76
C -2.67 -0.25 -1.52
C -1.96 -0.51 -2.67
H 0.32 -1.16 -4.27
H -1.11 -1.96 -4.91
H 0.09 -2.86 -3.99
H -0.45 -3.37 -1.70
H -1.81 -2.87 0.39
H -3.98 -0.36 0.53
H -3.45 0.49 -1.48
H -2.14 0.07 -3.56
```

Output
E_tot ... -20405.4350 eV
Relative energy (zero: lowest compared OMol25 entry of this formula, charge and spin) ... 37.8 kJ/mol
HOMO energy ... -7.63 eV
SMILES ... Cc1c[nH]c2ccccc12.Cc1ccc(O)cc1
Frontier orbital gap ... 8.4 eV
Molar mass ... 239.318 g/mol

# 2
The following is a DFT calculation (ωB97M-V/def2-TZVPD) of a 2-piece molecular cluster, C4H12NO2S overall.

```
20
C4H12NO2S (ωB97M-V/def2-TZVPD)
C 0.14 -1.24 0.42
O 0.51 -1.13 1.74
C 0.09 0.18 -0.12
C -0.92 0.25 -1.45
C -0.68 1.57 -2.13
S -1.35 3.01 -1.30
N -0.47 0.98 1.02
H 0.92 -1.91 0.11
H -0.81 -1.73 0.20
H 1.10 0.62 -0.38
H -0.54 -0.65 -1.92
H -1.87 0.09 -1.23
H -1.05 1.63 -3.21
H 0.41 1.70 -2.03
H -1.81 2.58 -0.12
H -1.02 0.41 1.58
H 0.33 1.23 1.67
H 2.69 -2.59 3.08
H 1.78 -2.28 1.83
O 2.55 -2.74 2.24
```

Output
E_tot ... -20761.3372 eV
Relative energy (zero: lowest compared OMol25 entry of this formula, charge and spin) ... 263.0 kJ/mol
HOMO energy ... -3.14 eV
Net charge ... -1
Frontier orbital gap ... 6.4 eV
Molar mass ... 138.212 g/mol

# 3
The following is a DFT calculation (ωB97M-V/def2-TZVPD) of an isolated ion of composition C3H6NO2S and charge -1.

```
13
C3H6NO2S (ωB97M-V/def2-TZVPD)
N 0.90 -1.00 -0.38
C 0.10 0.20 -0.41
C -0.33 0.60 1.07
S 1.09 0.38 2.27
C -1.31 0.16 -1.17
O -1.93 -0.92 -1.05
O -1.61 1.24 -1.70
H 1.59 -1.09 -1.12
H 0.28 -1.77 -0.69
H 0.66 1.04 -0.82
H -0.69 1.61 1.19
H -0.88 -0.33 1.28
H 2.12 -0.12 1.54
```

Output
E_tot ... -19629.8522 eV
Relative energy (zero: lowest compared OMol25 entry of this formula, charge and spin) ... 65.2 kJ/mol
HOMO energy ... -4.10 eV
Net charge ... -1
SMILES ... N[C@H](CS)C(=O)[O-]
Frontier orbital gap ... 7.5 eV
Molar mass ... 120.153 g/mol

Look up the molar mass of the first one.
239.318 g/mol

Which value of E_tot does entry 3 give?
-19629.8522 eV